# 1
{
  "formula": "C26H39AsN3O6S2Si3W",
  "method": "ωB97M-V with the def2-TZVPD basis set",
  "s2": 2.02,
  "homo_energy_ev": [-10.645, -10.663],
  "multiplicity": 3,
  "lumo_ev": [-3.46, -4.06],
  "charge": 1,
  "de_lowest_kj_mol": 15.35,
  "gap_ev": [7.18, 6.60],
  "species": ["W", "As", "S", "S", "Si", "Si", "Si", "O", "O", "O", "O", "O", "O", "N", "N", "N", "C", "C", "C", "C", "C", "C", "C", "C", "C", "C", "C", "C", "C", "C", "C", "C", "C", "C", "C", "C", "C", "C", "C", "C", "C", "C", "H", "H", "H", "H", "H", "H", "H", "H", "H", "H", "H", "H", "H", "H", "H", "H", "H", "H", "H", "H", "H", "H", "H", "H", "H", "H", "H", "H", "H", "H", "H", "H", "H", "H", "H", "H", "H", "H", "H"],
  "xyz": [[0.236, 0.735, -0.122], [0.181, -1.819, -0.012], [-0.036, 5.677, 0.113], [2.420, 4.076, -0.223], [-2.159, -2.388, 0.131], [1.089, -2.787, -1.998], [1.183, -2.827, 1.917], [-3.520, 4.884, 0.118], [0.696, 0.889, 1.827], [0.864, 0.802, -2.029], [-1.708, 1.058, -0.300], [2.263, 1.217, 3.427], [2.539, 1.173, -3.506], [-0.023, 3.026, -0.143], [2.373, 0.817, -0.039], [-1.386, 3.331, -0.092], [5.008, 1.489, 0.067], [1.511, 6.592, -0.116], [-4.445, 1.351, -0.259], [4.374, 1.371, -1.168], [2.856, -2.160, -2.148], [0.044, -2.246, -3.447], [3.010, -2.423, 1.879], [-2.169, 2.317, -0.183], [-5.815, 1.461, -0.222], [-4.218, 3.744, 0.007], [2.641, 5.748, 0.439], [-2.945, -1.854, -1.477], [0.325, -2.133, 3.421], [3.027, 1.065, -1.176], [2.117, 1.027, -2.397], [1.096, -4.650, -1.837], [-2.813, -1.486, 1.637], [4.274, 1.379, 1.247], [-2.417, -4.229, 0.351], [2.934, 1.061, 1.147], [0.684, 4.109, -0.085], [1.925, 1.062, 2.292], [-6.392, 2.722, -0.066], [-5.609, 3.849, 0.045], [0.966, -4.680, 1.826], [-3.621, 2.479, -0.140], [-2.274, -0.571, 1.885], [4.886, 1.540, -2.104], [2.947, -1.373, -2.898], [-0.840, -2.877, -3.552], [3.268, -1.789, -1.208], [-2.571, 4.672, 0.065], [-2.769, -2.145, 2.506], [-2.623, -0.875, -1.830], [-1.753, -4.848, -0.251], [1.510, -5.132, 0.998], [-4.030, -1.825, -1.345], [3.218, -1.363, 2.033], [3.487, -2.992, -2.471], [1.194, -5.091, -2.832], [-0.077, -4.984, 1.755], [3.514, -2.972, 2.679], [-6.043, 4.832, 0.161], [0.141, -1.060, 3.368], [0.634, -2.351, -4.361], [-0.275, -1.206, -3.383], [-0.634, -2.633, 3.574], [3.616, 6.103, 0.111], [3.467, -2.728, 0.935], [-3.439, -4.463, 0.043], [2.614, 5.711, 1.527], [1.367, -5.103, 2.752], [1.945, -4.993, -1.244], [1.413, 7.532, 0.426], [-2.736, -2.587, -2.257], [-2.314, -4.531, 1.394], [0.189, -5.057, -1.389], [-3.860, -1.212, 1.488], [-7.470, 2.820, -0.036], [-3.979, 0.386, -0.389], [4.708, 1.554, 2.221], [1.651, 6.801, -1.175], [6.064, 1.719, 0.111], [-6.439, 0.583, -0.317], [0.937, -2.322, 4.306]],
  "mulliken_spin": [1.715, 0.004, 0.008, 0.006, 0.027, 0.023, 0.024, 0.000, 0.002, -0.028, 0.088, 0.035, 0.036, -0.014, -0.085, -0.025, 0.032, 0.000, 0.005, -0.007, -0.003, 0.001, 0.001, 0.068, 0.000, -0.003, 0.000, 0.000, -0.001, 0.054, -0.005, 0.000, 0.003, -0.005, 0.001, 0.054, 0.007, -0.012, -0.001, 0.000, -0.001, -0.007, -0.002, 0.000, 0.000, 0.000, 0.002, 0.000, 0.000, -0.001, -0.001, 0.000, 0.001, 0.001, 0.000, 0.000, 0.000, 0.000, 0.000, 0.001, 0.000, 0.001, 0.000, 0.000, 0.000, 0.001, 0.000, 0.000, 0.000, 0.000, 0.000, 0.000, 0.000, 0.002, 0.000, -0.007, -0.001, 0.000, 0.000, 0.000, 0.001]
}

# 2
{
  "formula": "C8H24HgO4P2S",
  "method": "ωB97M-V with the def2-TZVPD basis set",
  "homo_energy_ev": -6.196,
  "lumo_ev": 0.65,
  "gap_ev": 6.85,
  "species": ["Hg", "S", "P", "P", "O", "O", "O", "O", "C", "C", "C", "C", "C", "C", "C", "C", "H", "H", "H", "H", "H", "H", "H", "H", "H", "H", "H", "H", "H", "H", "H", "H", "H", "H", "H", "H", "H", "H", "H", "H"],
  "xyz": [[-0.359, 0.982, -0.219], [0.003, -2.454, 0.463], [-0.880, 1.035, 2.244], [0.937, 0.557, -2.328], [-0.650, -2.307, -0.892], [-0.972, -2.590, 1.534], [1.001, -1.383, 0.673], [-3.064, -1.358, -0.986], [0.064, -0.544, -3.465], [0.911, -3.997, 0.366], [1.285, 2.082, -3.237], [-2.263, -0.042, 2.673], [-2.079, -0.841, -0.716], [0.516, 0.460, 3.247], [2.533, -0.234, -1.994], [-1.301, 2.702, 2.812], [2.371, -1.161, -1.427], [1.297, -4.248, 1.360], [0.206, 0.473, 4.304], [0.701, -0.719, -4.346], [0.790, -0.557, 2.932], [-0.482, 3.393, 2.561], [-0.879, -0.072, -3.778], [-2.021, -1.086, 2.411], [-2.431, 0.050, 3.758], [-3.159, 0.283, 2.126], [-0.160, -1.492, -2.955], [1.895, 1.852, -4.123], [-1.459, 2.690, 3.901], [3.164, 0.440, -1.399], [-2.220, 3.032, 2.307], [1.021, 1.947, 0.246], [-1.553, 2.922, -0.525], [-1.281, 2.863, -1.230], [0.218, -4.775, 0.031], [1.375, 1.130, 3.103], [0.334, 2.539, -3.549], [3.022, -0.448, -2.957], [1.746, -3.909, -0.337], [1.825, 2.784, -2.585]],
  "lowdin_charge": [0.412, 0.417, 0.663, 0.666, -0.447, -0.355, -0.436, 0.089, -0.278, -0.144, -0.281, -0.279, -0.139, -0.254, -0.252, -0.282, 0.031, 0.065, 0.052, 0.045, 0.031, 0.042, 0.050, 0.016, 0.047, 0.048, 0.027, 0.049, 0.048, 0.051, 0.042, -0.125, 0.035, 0.039, 0.065, 0.047, 0.041, 0.051, 0.060, 0.043]
}

# 3
{
  "formula": "CH5N3O2",
  "method": "ωB97M-V with the def2-TZVPD basis set",
  "homo_energy_ev": [-8.132, -8.131],
  "lumo_ev": [0.41, 0.41],
  "de_lowest_kj_mol": 477.54,
  "gap_ev": [8.54, 8.54],
  "species": ["O", "O", "N", "N", "N", "C", "H", "H", "H", "H", "H"],
  "xyz": [[-1.360, -1.749, 2.125], [0.163, -1.945, 0.568], [-0.746, -1.454, 1.153], [-1.235, 0.253, 0.130], [-0.346, 0.317, -0.805], [0.978, 0.910, -0.670], [1.262, 1.089, -1.687], [1.801, 0.378, -0.236], [0.954, 1.644, -0.018], [-0.378, -0.423, -1.503], [-1.094, 0.978, 0.944]],
  "lowdin_charge": [0.037, 0.020, -0.368, 0.069, -0.175, -0.058, 0.088, 0.080, 0.027, 0.142, 0.140]
}

# 4
{
  "formula": "C3H7N2O2",
  "method": "ωB97M-V with the def2-TZVPD basis set",
  "homo_energy_ev": -14.039,
  "smiles": "C1CO[C@@]2(NO2)[NH2+]1",
  "lumo_ev": -3.70,
  "charge": 1,
  "de_lowest_kj_mol": 372.24,
  "gap_ev": 10.34,
  "species": ["O", "O", "N", "N", "C", "C", "C", "H", "H", "H", "H", "H", "H", "H"],
  "xyz": [[2.106, -0.187, -0.892], [0.290, 1.267, 0.311], [-0.033, -1.009, 0.148], [2.231, -0.200, 0.555], [-1.358, -0.351, 0.000], [0.921, 0.138, 0.304], [-0.972, 1.096, -0.344], [2.855, 0.552, 0.856], [-1.963, -0.814, -0.778], [-1.891, -0.393, 0.953], [0.279, -1.535, -0.687], [-1.659, 1.845, 0.051], [-0.838, 1.248, -1.421], [0.032, -1.656, 0.947]],
  "lowdin_charge": [-0.046, 0.106, 0.184, 0.073, -0.039, -0.390, -0.061, 0.153, 0.150, 0.150, 0.206, 0.152, 0.153, 0.209]
}

# 5
{
  "formula": "C6H9N",
  "method": "ωB97M-V with the def2-TZVPD basis set",
  "homo_energy_ev": -8.425,
  "lumo_ev": 1.01,
  "de_lowest_kj_mol": 506.17,
  "gap_ev": 9.44,
  "species": ["N", "C", "C", "C", "C", "C", "C", "H", "H", "H", "H", "H", "H", "H", "H", "H"],
  "xyz": [[2.059, 0.218, -0.424], [-1.740, -0.649, -0.348], [0.916, -1.137, 0.032], [-0.329, -0.344, -0.008], [-1.391, -0.047, 0.995], [1.474, 1.422, 0.015], [0.600, 0.555, -0.757], [0.988, -1.941, -0.703], [-1.654, 0.990, 1.166], [-2.052, -1.684, -0.377], [1.737, 2.258, -0.610], [1.417, -1.323, 0.954], [1.257, 1.608, 1.052], [-2.226, -0.010, -1.080], [0.409, 0.764, -1.784], [-1.465, -0.678, 1.878]],
  "lowdin_charge": [0.022, -0.071, 0.031, -0.422, -0.064, -0.197, -0.278, 0.121, 0.103, 0.101, 0.110, 0.091, 0.108, 0.106, 0.132, 0.105]
}

In Eh, the energy values for the records above are, in order, -5597.6407; -1854.3742; -355.6423; -378.1120; -288.5893.
In eV/A, the maximum force values for the records above are, in order, 1.629; 2.281; 5.153; 4.628; 3.457.